(1)
Entry from the OMol25 dataset: a 2-piece molecular cluster, C5H13NS overall at a distorted geometry (the ωB97M-V functional and the def2-TZVPD basis).

```
20
Properties=species:S:1:pos:R:3:forces:R:3
C 0.332 0.288 2.713 0.15 -0.16 -0.13
C 1.805 0.222 2.381 0.71 0.16 -0.39
S 2.318 1.668 1.360 0.22 -0.09 0.62
C -0.425 0.075 1.385 -0.54 -2.00 -1.23
N 0.180 -0.115 0.163 -2.04 0.96 3.22
C -1.400 0.157 -2.763 -1.31 0.22 0.54
C -0.788 -1.265 -2.790 -0.86 1.20 -3.12
H 0.043 -0.534 3.382 -0.05 0.17 -0.06
H 0.043 1.251 3.179 0.08 -0.51 -0.18
H 1.970 -0.656 1.747 0.04 0.13 0.14
H 2.509 0.136 3.203 -0.28 0.20 0.32
H 1.681 1.110 0.325 0.38 0.17 -0.44
H -0.085 1.069 0.817 -0.04 0.26 -1.29
H -1.547 -0.186 1.539 1.45 0.72 -0.41
H -1.152 0.611 -1.758 -0.51 -0.35 -1.16
H -0.997 0.820 -3.539 -0.11 -0.20 0.17
H -2.549 0.126 -2.891 1.83 0.18 0.24
H -0.229 -1.333 -1.942 1.75 -0.69 2.22
H -0.157 -1.432 -3.701 -0.42 0.16 0.83
H -1.552 -2.014 -2.808 -0.45 -0.53 0.13
```
Positions in Å, forces in eV/Å.

Computed properties:
Kohn-Sham gap in Ha: 0.3189
Energy in hartree: -651.062517
Charge: 0
Highest occupied orbital energy in eV: -8.78
Energy relative to the best compared isomer or geometry (same formula, charge and spin) in kJ/mol: 476.4


(2)
Entry from the OMol25 dataset: one molecule with the formula C5H13NS at a distorted geometry (the ωB97M-V functional and the def2-TZVPD basis).

```
20
Properties=species:S:1:pos:R:3:forces:R:3
C 1.384 1.337 0.543 0.23 -1.23 -2.37
N 0.855 0.123 1.085 -0.57 0.11 1.05
C 0.295 -0.929 0.284 -1.61 2.42 -1.61
C -0.941 -0.366 -0.557 0.15 1.17 1.12
C -1.843 0.518 0.335 0.10 -0.85 -0.12
S -3.184 1.359 -0.620 0.72 -0.51 0.36
C 1.255 -1.618 -0.705 0.71 -3.18 0.93
H 0.815 1.621 -0.359 -0.53 0.27 0.61
H 2.319 1.116 0.009 0.70 0.49 0.62
H 1.431 2.166 1.223 0.15 0.16 0.38
H 1.122 -0.119 2.018 0.18 -0.05 0.02
H -0.278 -1.560 0.980 1.07 -0.58 -0.15
H -1.616 -1.161 -0.868 0.51 -0.22 -0.59
H -0.587 0.264 -1.379 -0.09 -0.49 -0.26
H -1.304 1.327 0.794 0.32 0.09 0.31
H -2.189 -0.161 1.127 -0.52 0.58 -0.10
H -2.180 2.017 -1.216 -0.46 0.32 -0.37
H 1.449 -2.520 -0.077 -0.25 -0.41 -1.02
H 2.325 -1.481 -0.923 -0.34 1.79 0.52
H 0.873 -1.933 -1.692 -0.48 0.14 0.67
```
Positions in Å, forces in eV/Å.

Computed properties:
Kohn-Sham gap in Ha: 0.3368
Energy in hartree: -651.179867
Charge: 0
Highest occupied orbital energy in eV: -8.22
Energy relative to the best compared isomer or geometry (same formula, charge and spin) in kJ/mol: 168.3


(3)
Entry from the OMol25 dataset: one molecule with the formula C5H13NS at a distorted geometry (the ωB97M-V functional and the def2-TZVPD basis).

```
20
Properties=species:S:1:pos:R:3:forces:R:3
C 0.248 -1.175 -0.251 -0.40 1.07 0.45
C -1.019 -0.964 -1.159 -0.08 -1.80 -0.98
C -2.409 -0.399 -0.548 1.20 0.73 -0.69
S -2.607 -0.074 1.292 -0.24 -0.52 -0.26
C 0.620 0.151 0.492 0.48 -0.87 -0.07
N 1.467 1.110 -0.256 0.31 0.20 0.36
C 2.656 1.454 0.471 3.51 0.61 2.48
H 1.226 -1.565 -0.696 -1.72 0.41 -0.05
H -0.110 -1.924 0.489 0.54 0.48 -0.17
H -1.216 -2.007 -1.625 0.02 1.60 0.73
H -0.860 -0.310 -2.041 0.41 -0.33 0.61
H -2.508 0.589 -1.149 -0.50 -1.52 1.61
H -3.212 -1.087 -0.802 0.01 0.23 -0.21
H -3.460 -1.073 1.760 0.74 0.68 -0.99
H -0.233 0.689 0.804 -1.37 0.42 -0.01
H 1.006 -0.144 1.479 0.75 0.24 -0.37
H 0.976 1.983 -0.409 -0.32 -0.35 -0.04
H 2.558 1.538 1.674 0.04 -0.51 -2.56
H 3.306 2.361 0.255 -2.10 0.14 -0.45
H 3.571 0.848 0.220 -1.29 -0.90 0.62
```
Positions in Å, forces in eV/Å.

Computed properties:
Kohn-Sham gap in Ha: 0.3527
Energy in hartree: -651.159552
Charge: 0
Highest occupied orbital energy in eV: -8.81
Energy relative to the best compared isomer or geometry (same formula, charge and spin) in kJ/mol: 221.6


no.,LUMO energy (eV)
1,-0.10
2,0.95
3,0.78